*a*
Here is 7 unconnected molecules or ions with the total composition H14O7 from the Open Molecules 2025 dataset. Energies are from ωB97M-V/def2-TZVPD.

Computed properties:
E_HOMO	-10.43	eV
SMILES	O.O.O.O.O.O.O

ORCA input file:
```
! wB97M-V def2-TZVPD RIJCOSX def2/J DEFGRID3
* xyz 0 1
O 19.10173 -15.04523 -5.87632
H 19.27686 -15.82037 -5.33312
H 19.92582 -14.54961 -5.87313
O 16.29993 -14.25050 -5.98811
H 15.75533 -15.03977 -5.86629
H 17.21555 -14.55763 -5.90014
O 14.05015 -17.82408 -4.55636
H 14.04165 -17.29667 -5.36850
H 14.04606 -17.18147 -3.84197
O 15.51100 -12.89307 -8.53532
H 16.31236 -12.35344 -8.59766
H 15.70050 -13.52848 -7.83508
O 17.71798 -11.18497 -7.97906
H 18.17995 -11.75710 -7.35889
H 18.07314 -10.30630 -7.81895
O 15.06303 -12.03965 -4.85595
H 15.49265 -12.81839 -5.25833
H 14.13406 -12.10973 -5.08797
O 14.12725 -16.12418 -6.89424
H 13.68579 -15.30500 -7.14659
H 14.45308 -16.49140 -7.72304
*
```

*b*
Here is 7 unconnected molecules or ions with the total composition H14O7 from the Open Molecules 2025 dataset. Energies are from ωB97M-V/def2-TZVPD.

Computed properties:
E_HOMO	-10.69	eV
SMILES	O.O.O.O.O.O.O

ORCA input file:
```
! wB97M-V def2-TZVPD RIJCOSX def2/J DEFGRID3
* xyz 0 1
O -0.56694 -2.89308 -0.60428
H -0.28543 -2.88043 -1.52874
H -1.49450 -2.63606 -0.62988
O -0.46780 0.18503 3.06463
H -0.97671 0.52434 2.30124
H -0.67162 -0.75492 3.10810
O -2.09005 1.09167 0.95863
H -2.90946 0.65927 0.68661
H -2.21759 2.02721 0.74461
O 0.95026 1.63828 -2.94770
H 0.69301 1.33997 -2.05684
H 1.15426 0.82768 -3.42217
O 0.20654 0.30284 -0.57670
H -0.69739 0.43166 -0.24368
H 0.51414 -0.51145 -0.15703
O 1.65137 -3.11686 1.05854
H 2.17552 -3.92051 0.97994
H 1.03949 -3.13355 0.30029
O 0.98225 3.57053 -0.16786
H 1.52740 2.87026 -0.54671
H 1.48325 4.37810 -0.32099
*
```

Stability verdict: *a*, ahead by 6.3 kcal/mol

*a*
Here is 7 unconnected molecules or ions with the total composition H14O7 from the Open Molecules 2025 dataset. Energies are from ωB97M-V/def2-TZVPD.

Computed properties:
E_HOMO	-10.54	eV
SMILES	O.O.O.O.O.O.O

ORCA input file:
```
! wB97M-V def2-TZVPD RIJCOSX def2/J DEFGRID3
* xyz 0 1
O 17.01777 -21.87302 16.74310
H 16.30734 -22.36178 16.30614
H 16.58174 -21.34434 17.41527
O 13.94827 -21.45077 19.85731
H 13.12533 -21.61345 20.30084
H 14.33671 -20.71507 20.35715
O 13.46370 -23.35844 18.02212
H 12.52881 -23.57952 18.23348
H 13.83975 -22.76839 18.68003
O 18.45768 -19.22231 17.31843
H 18.59809 -20.08405 17.64788
H 19.28194 -18.69331 17.26428
O 14.95381 -18.52552 18.03965
H 14.84612 -18.81471 17.11274
H 15.60945 -19.13616 18.49506
O 18.46358 -18.74395 20.45190
H 19.26254 -18.61915 19.93972
H 18.22317 -17.85703 20.62744
O 16.73244 -20.58000 19.11017
H 17.32237 -20.30710 19.76429
H 16.34087 -21.39433 19.37508
*
```

*b*
Here is 7 unconnected molecules or ions with the total composition H14O7 from the Open Molecules 2025 dataset. Energies are from ωB97M-V/def2-TZVPD.

Computed properties:
E_HOMO	-10.54	eV
SMILES	O.O.O.O.O.O.O

ORCA input file:
```
! wB97M-V def2-TZVPD RIJCOSX def2/J DEFGRID3
* xyz 0 1
O -1.58890 -0.44386 1.90286
H -1.63990 0.11614 1.12886
H -2.43990 -0.76386 2.16586
O -1.16790 0.14514 -0.84214
H -1.83790 -0.58986 -0.77414
H -1.82290 0.87514 -0.82814
O 1.23410 0.08614 0.24886
H 0.34310 -0.07586 -0.06714
H 1.52610 0.85214 -0.21914
O -1.63490 0.11914 -3.33814
H -1.62290 -0.80986 -3.58414
H -1.30390 0.24714 -2.44114
O 0.56210 -2.49586 0.88686
H 0.07010 -2.34586 1.67386
H 1.12510 -1.74086 0.72486
O 3.24710 -0.90186 2.10186
H 3.17410 -1.81286 1.85686
H 2.68910 -0.33386 1.53386
O 0.47910 3.05514 -0.41814
H 0.70010 3.97714 -0.55114
H -0.09090 2.84114 -1.16114
*
```

*c*
Here is 7 unconnected molecules or ions with the total composition H14O7 from the Open Molecules 2025 dataset. Energies are from ωB97M-V/def2-TZVPD.

Computed properties:
E_HOMO	-10.88	eV
SMILES	O.O.O.O.O.O.O

ORCA input file:
```
! wB97M-V def2-TZVPD RIJCOSX def2/J DEFGRID3
* xyz 0 1
O -2.77788 1.03847 0.70420
H -1.90117 1.10307 0.32546
H -2.66971 0.46564 1.46341
O 0.33551 -0.81698 3.84082
H 0.32061 -1.17496 2.95321
H 0.84418 -1.45070 4.34667
O 1.62803 0.56630 -3.58241
H 2.47346 0.45798 -3.14681
H 1.18791 1.25506 -3.08428
O -2.06445 -1.32417 -1.28761
H -1.59839 -0.61400 -0.84639
H -2.97247 -1.02448 -1.33149
O 0.95760 -2.15877 1.34707
H 0.28040 -2.30913 0.68750
H 1.44429 -2.98220 1.38337
O 1.02500 2.33619 -1.60650
H 0.38917 3.04529 -1.51094
H 1.83820 2.69331 -1.24956
O 0.03208 0.27372 0.15861
H 0.61127 0.96562 -0.16084
H 0.61637 -0.34518 0.59657
*
```

*d*
Here is 7 unconnected molecules or ions with the total composition H14O7 from the Open Molecules 2025 dataset. Energies are from ωB97M-V/def2-TZVPD.

Computed properties:
E_HOMO	-11.26	eV
SMILES	O.O.O.O.O.O.O

ORCA input file:
```
! wB97M-V def2-TZVPD RIJCOSX def2/J DEFGRID3
* xyz 0 1
O -0.14691 -0.46038 0.13709
H 0.52113 0.04254 -0.40133
H -0.60986 0.26055 0.67661
O 3.81528 -0.37540 -0.10979
H 4.31624 0.19472 0.50816
H 3.28476 -0.92735 0.50402
O 2.00926 -1.67832 1.34026
H 1.20350 -1.16728 1.13385
H 1.80676 -2.63928 1.23087
O -2.34324 -1.06444 -1.19197
H -1.45785 -0.90716 -0.80854
H -2.81566 -1.70245 -0.53671
O 1.70584 1.06730 -1.28625
H 1.66620 1.12863 -2.27797
H 2.54024 0.57860 -1.05785
O -3.57489 1.29980 -0.39716
H -4.24961 0.64836 0.12255
H -3.08468 0.59096 -0.87849
O -1.48174 1.39967 1.35230
H -2.21781 1.50139 0.65895
H -0.88698 2.20954 1.28137
*
```

Stability verdict: *d*, ahead by 15.8 kcal/mol

*a*
Here is 7 unconnected molecules or ions with the total composition H14O7 from the Open Molecules 2025 dataset. Energies are from ωB97M-V/def2-TZVPD.

Computed properties:
E_HOMO	-11.30	eV
SMILES	O.O.O.O.O.O.O

ORCA input file:
```
! wB97M-V def2-TZVPD RIJCOSX def2/J DEFGRID3
* xyz 0 1
O 1.62729 -0.03521 5.53095
H 2.08763 0.27045 4.74936
H 1.01886 -0.69928 5.20680
O 3.28784 1.69874 1.35678
H 4.08630 1.63157 1.88039
H 3.23263 2.62482 1.12105
O -4.90689 -3.07178 -0.14459
H -4.33346 -2.59943 -0.74817
H -4.37253 -3.79896 0.17460
O -0.02249 -0.69125 -0.49129
H -0.39143 0.03177 -0.99861
H 0.70715 -0.29972 -0.01112
O -1.09492 3.60266 -1.89582
H -1.70536 3.93805 -2.55241
H -0.23701 3.65435 -2.31717
O -0.12982 1.67699 -6.35963
H 0.27318 1.05345 -6.96380
H 0.59979 2.01187 -5.83835
O 0.29896 -3.56775 3.08263
H -0.20014 -4.37152 2.93747
H 0.17443 -3.05983 2.28092
*
```

*b*
Here is 7 unconnected molecules or ions with the total composition H14O7 from the Open Molecules 2025 dataset. Energies are from ωB97M-V/def2-TZVPD.

Computed properties:
E_HOMO	-10.85	eV
SMILES	O.O.O.O.O.O.O

ORCA input file:
```
! wB97M-V def2-TZVPD RIJCOSX def2/J DEFGRID3
* xyz 0 1
O -0.67057 -0.12260 -0.24597
H -1.11266 0.70674 -0.16278
H -1.25027 -0.81514 0.11527
O -4.19079 -2.01035 0.06459
H -5.06829 -2.02484 -0.21962
H -3.90638 -2.97413 -0.16407
O -0.10726 -3.57331 -0.05727
H -0.02227 -4.39271 -0.52371
H 0.46158 -3.61355 0.80269
O 2.27639 -1.15557 -0.09421
H 1.53490 -1.05233 0.38323
H 2.22576 -2.03593 -0.52898
O -3.95017 4.30639 -0.46339
H -3.47333 5.13901 -0.47715
H -3.72171 3.75239 0.32736
O 3.93736 1.24923 -1.97100
H 4.55841 1.71702 -1.43052
H 3.46436 0.64404 -1.45337
O 2.86212 1.76583 2.02171
H 2.55384 2.41218 1.49360
H 3.59899 2.07760 2.58359
*
```

*c*
Here is 7 unconnected molecules or ions with the total composition H14O7 from the Open Molecules 2025 dataset. Energies are from ωB97M-V/def2-TZVPD.

Computed properties:
E_HOMO	-11.13	eV
SMILES	O.O.O.O.O.O.O

ORCA input file:
```
! wB97M-V def2-TZVPD RIJCOSX def2/J DEFGRID3
* xyz 0 1
O 1.15426 2.16020 0.58606
H 1.19998 1.30949 0.08562
H 2.04785 2.46432 0.63262
O 1.78021 -3.03764 -0.16781
H 0.86552 -3.06164 0.26770
H 2.30273 -3.72992 0.31915
O -1.67463 1.71977 1.80029
H -0.78553 2.04647 1.61615
H -2.15018 1.89895 0.98281
O -0.78556 2.69792 -1.02320
H -0.03758 2.72231 -0.39704
H -0.68714 3.38323 -1.72254
O -0.75555 -2.86847 0.41360
H -1.07379 -2.05554 -0.00061
H -1.45478 -3.52287 0.18581
O -1.65682 -0.43214 -0.35260
H -1.15956 0.12149 -0.95336
H -1.70380 0.18369 0.41865
O 1.48786 -0.35220 -0.69320
H 1.88085 -1.17325 -0.38066
H 1.20566 -0.47418 -1.61743
*
```

*d*
Here is a molecular structure, H14O7 from the Open Molecules 2025 dataset. Energies are from ωB97M-V/def2-TZVPD.

Computed properties:
E_HOMO	-7.60	eV

ORCA input file:
```
! wB97M-V def2-TZVPD RIJCOSX def2/J DEFGRID3
* xyz 0 1
O 23.62938 -16.93644 26.34351
H 23.79085 -16.08390 25.93938
H 23.17697 -17.44074 25.66731
O 25.03877 -11.49478 27.12165
H 24.72665 -11.10949 26.30289
H 25.52415 -10.78922 27.54922
O 23.17406 -16.49118 28.34496
H 23.30850 -15.54491 28.29273
H 23.18460 -16.78570 27.43425
O 24.09107 -15.14034 25.36217
H 24.75777 -15.82700 25.34707
H 23.94525 -14.92712 24.44048
O 24.02840 -13.96711 27.25939
H 24.23913 -13.05486 27.06027
H 24.02960 -14.40498 26.40822
O 23.38934 -14.42788 29.23374
H 23.94750 -14.30907 28.46526
H 22.74935 -13.71831 29.17753
O 23.73716 -11.46770 28.81470
H 24.38498 -11.67112 28.14003
H 23.24507 -10.72748 28.45950
*
```

Stability verdict: *c*, ahead by 32.8 kcal/mol

*a*
Here is 7 unconnected molecules or ions with the total composition H14O7 from the Open Molecules 2025 dataset. Energies are from ωB97M-V/def2-TZVPD.

Computed properties:
E_HOMO	-11.06	eV
SMILES	O.O.O.O.O.O.O

ORCA input file:
```
! wB97M-V def2-TZVPD RIJCOSX def2/J DEFGRID3
* xyz 0 1
O -0.35956 0.28713 -0.28107
H 0.37964 -0.25340 -0.58175
H -0.06139 1.19250 -0.42388
O -2.08474 -0.96710 2.31282
H -1.80393 -0.05344 2.43675
H -1.63306 -1.24410 1.50768
O -0.22471 1.87568 2.97008
H 0.60567 1.93307 3.45604
H -0.87411 2.26094 3.56912
O -0.25688 -0.85765 -4.47751
H -0.17974 -1.55205 -5.14148
H 0.30576 -1.15987 -3.75565
O 0.98695 3.39563 0.96492
H 1.79461 3.53601 1.47185
H 0.77574 2.46690 1.11272
O 3.96968 -1.29297 0.61777
H 3.47774 -1.95588 0.12025
H 3.30500 -0.63630 0.85436
O -2.69141 -1.99695 -2.46414
H -2.11286 -2.25233 -1.73679
H -3.31842 -2.72582 -2.53207
*
```

*b*
Here is 7 unconnected molecules or ions with the total composition H14O7 from the Open Molecules 2025 dataset. Energies are from ωB97M-V/def2-TZVPD.

Computed properties:
E_HOMO	-9.98	eV
SMILES	O.O.O.O.O.O.O

ORCA input file:
```
! wB97M-V def2-TZVPD RIJCOSX def2/J DEFGRID3
* xyz 0 1
O -1.29024 -0.29876 1.99311
H -1.37232 -0.69617 2.86003
H -1.95487 -0.73907 1.46336
O 1.76941 3.13218 -0.68164
H 1.60042 3.80133 -1.34490
H 2.71121 3.18722 -0.51974
O 0.69192 0.45778 -0.14944
H -0.26244 0.38672 -0.16859
H 0.86012 1.38235 0.03257
O -1.81672 0.96896 -0.84026
H -1.65477 1.91131 -0.79559
H -1.56637 0.72441 -1.73119
O -2.70255 -1.68822 0.15201
H -2.45999 -0.90399 -0.34032
H -3.61898 -1.84189 -0.07769
O 2.80209 -1.09338 -0.97841
H 1.99375 -0.66421 -0.69800
H 2.53062 -1.67710 -1.68680
O 1.36394 -2.17463 1.53848
H 0.85895 -1.43806 1.19398
H 1.51689 -2.73684 0.77905
*
```

Stability verdict: *b*, ahead by 17.4 kcal/mol

*a*
Here is 7 unconnected molecules or ions with the total composition H14O7 from the Open Molecules 2025 dataset. Energies are from ωB97M-V/def2-TZVPD.

Computed properties:
E_HOMO	-10.36	eV
SMILES	O.O.O.O.O.O.O

ORCA input file:
```
! wB97M-V def2-TZVPD RIJCOSX def2/J DEFGRID3
* xyz 0 1
O 0.67424 0.96200 0.22167
H 1.16924 0.29900 0.64167
H 0.92224 1.85500 0.37967
O -1.93176 -1.39700 1.37967
H -1.02576 -1.63700 1.17267
H -2.08076 -1.76900 2.24367
O -0.14276 0.75200 -2.81633
H -0.24976 0.70800 -1.83133
H -0.99876 1.06200 -3.04833
O 2.22424 -2.05800 -0.95333
H 2.49024 -2.97700 -1.04433
H 1.29124 -1.88100 -1.26333
O -2.18076 0.73100 -0.40333
H -2.80976 0.66000 0.30367
H -1.33276 0.39700 -0.15733
O 0.14924 3.90300 0.18967
H -0.28576 4.60000 -0.24033
H 0.81124 4.47600 0.59767
O 0.80224 -2.74100 1.42267
H 0.78824 -3.32800 2.12767
H 1.71624 -2.61700 1.07767
*
```

*b*
Here is 7 unconnected molecules or ions with the total composition H14O7 from the Open Molecules 2025 dataset. Energies are from ωB97M-V/def2-TZVPD.

Computed properties:
E_HOMO	-10.88	eV
SMILES	O.O.O.O.O.O.O

ORCA input file:
```
! wB97M-V def2-TZVPD RIJCOSX def2/J DEFGRID3
* xyz 0 1
O 3.04629 -1.96249 -1.09825
H 3.85862 -1.72360 -0.63037
H 2.23486 -1.80388 -0.64585
O 1.28680 -1.41265 0.98729
H 0.54323 -1.50318 1.55651
H 1.72281 -2.27399 1.09212
O -0.22549 1.94424 3.42213
H 0.23210 2.24064 2.60440
H -1.12050 1.71306 3.31073
O 0.52655 1.20951 0.27854
H 0.49280 1.77868 -0.45539
H 0.62518 0.36975 -0.14941
O -2.78464 0.37761 -1.88921
H -2.92043 -0.04776 -2.73837
H -1.95367 0.09763 -1.45376
O 0.04738 -0.30559 -2.04857
H 0.03347 -0.22389 -2.98799
H -0.12844 -1.25247 -1.92146
O -2.16048 1.17434 0.96834
H -2.12606 0.22348 0.89837
H -1.23039 1.38056 0.90021
*
```

Stability verdict: *a*, ahead by 2.2 kcal/mol